Here is a single C3H5N3 molecule at a distorted geometry from the OMol25 dataset. Energies are from the ωB97M-V functional and the def2-TZVPD basis.

Properties
charge: 0
multiplicity: 1
SMILES: Cn1ccnn1
strongest force on any atom: 7.85 eV/Å
E: -281.46268 a.u.
HOMO-LUMO gap: 10.5 eV
relative energy (zero: lowest compared OMol25 entry of this formula, charge and spin): 79.93 kcal per mole

Cartesian coordinates (Å):
C  -0.518  -1.537  -0.474
N  -0.318  -0.044  -0.432
C  0.881  0.254  0.336
C  0.698  1.625  0.481
N  -0.447  1.983  -0.169
N  -0.996  0.978  -0.761
H  -0.784  -1.868  -1.534
H  -1.529  -1.527  0.139
H  0.290  -1.908  0.322
H  1.485  -0.260  1.142
H  1.237  2.303  0.948